31
Properties=species:S:1:pos:R:3:mulliken_charge:R:1 method="wB97M-V/def2-TZVPD" e_lumo_ha=-0.021 de_lowest_kj_mol=254.13 homo_energy_ev=-5.606 spin_multiplicity=1
Br 5.331 -2.568 -2.204 -0.98
O -0.808 -1.394 -1.945 -0.36
N -0.367 0.087 0.826 0.18
C -1.522 -0.625 1.556 -1.06
C -1.046 1.000 -0.273 -0.27
C -0.218 -1.973 -0.779 -1.01
C 0.542 -1.034 0.198 -0.52
C -1.559 2.328 0.171 -1.35
C 1.810 1.545 1.261 -1.18
C 0.472 0.978 1.870 -0.52
C 0.134 -1.393 -2.978 -0.74
H 2.498 0.790 0.882 0.37
H -2.200 0.069 2.054 0.37
H -0.778 2.992 0.542 0.29
H -1.208 -1.385 2.272 0.38
H -0.330 -1.303 -3.961 0.26
H -0.957 -2.547 -0.219 0.44
H 1.627 2.323 0.519 0.28
H -0.077 1.787 2.353 0.45
H 0.929 -2.139 -2.988 0.39
H -0.291 1.169 -1.040 0.29
H 2.453 1.891 2.070 0.43
H -1.809 0.341 -0.688 0.49
H 1.110 -1.526 0.988 0.48
H 1.251 -0.478 -0.415 0.46
H 0.553 -0.389 -2.916 0.28
H 0.491 -2.765 -1.020 0.49
H -2.117 2.846 -0.610 0.42
H 0.649 0.258 2.668 0.47
H -2.321 2.184 0.936 0.33
H -2.241 -1.069 0.869 0.45

---

31
Properties=species:S:1:pos:R:3:mulliken_charge:R:1 method="wB97M-V/def2-TZVPD" e_lumo_ha="0.168 / 0.169" s_squared=0.75 de_lowest_kj_mol=104.82 homo_energy_ev="1.857 / 1.889" total_charge=-2 spin_multiplicity=2
Hg 0.151 -0.194 -0.013 0.32
Ce 2.077 -2.663 -2.678 0.43
Cl -0.149 -3.250 -1.567 -0.53
C 4.122 -3.531 -2.073 -1.16
C -2.869 0.335 0.789 1.21
C -4.358 0.600 0.514 -1.63
C 1.710 -2.390 -4.913 -1.00
C 0.935 -1.638 1.411 -1.16
C -2.037 0.138 -0.461 -1.56
C -2.309 1.472 1.653 -1.42
C 1.014 1.714 -0.246 -0.82
H -2.809 -0.590 1.394 0.10
H 0.808 -1.083 2.356 0.24
H -4.497 1.532 -0.057 0.32
H 2.715 -2.362 -5.374 0.26
H -1.990 1.050 -1.069 0.31
H -1.260 1.285 1.913 0.30
H 4.424 -2.897 -1.222 0.29
H 4.109 -4.593 -1.799 0.29
H -2.882 1.575 2.589 0.39
H 0.487 2.539 -0.771 0.11
H -2.345 2.423 1.102 0.31
H -2.326 -0.755 -1.019 0.27
H -4.897 0.690 1.472 0.40
H -4.797 -0.224 -0.068 0.39
H 1.690 2.058 0.570 0.10
H 1.990 -1.863 1.226 0.21
H 4.771 -3.341 -2.951 0.28
H 1.233 -1.394 -4.958 0.26
H 1.071 -3.154 -5.373 0.26
H 0.314 -2.542 1.389 0.23

---

51
Properties=species:S:1:pos:R:3:mulliken_charge:R:1 method="wB97M-V/def2-TZVPD" e_lumo_ha=0.069 de_lowest_kj_mol=110.14 homo_energy_ev=-7.176 total_charge=-1 spin_multiplicity=1
S 9.282 -4.202 9.392 0.93
S 12.285 -0.752 6.598 1.02
S 8.522 -4.134 7.058 1.02
S 10.736 -0.967 4.835 1.05
F 9.139 -1.118 4.708 -0.31
F 12.285 -0.015 8.034 -0.36
F 10.251 -3.240 10.228 -0.28
F 9.370 -4.195 5.703 -0.26
O 14.782 -4.533 4.087 -0.41
O 8.002 -3.897 9.941 -0.58
O 11.126 -2.322 4.487 -0.51
O 12.705 -4.233 9.310 0.00
O 7.493 -3.174 6.739 -0.62
O 12.646 -2.105 6.999 -0.36
O 12.164 -5.817 7.268 0.35
O 8.113 -5.505 7.228 -0.59
O 13.201 0.038 5.834 -0.57
O 9.813 -5.520 9.602 -0.52
O 10.970 0.065 3.860 -0.64
O 16.853 -5.649 2.661 -0.29
N 10.668 -0.548 6.333 -0.29
N 9.708 -3.479 7.895 -0.27
C 16.117 -6.408 3.624 -0.71
C 15.541 -5.536 4.731 -0.09
C 11.375 -6.689 6.497 -1.03
C 13.987 -3.813 5.047 -0.34
C 13.529 -5.382 9.213 -0.71
C 12.713 -6.392 8.445 -0.69
C 17.655 -6.398 1.775 -0.78
C 13.450 -3.159 9.861 -0.95
Li 11.575 -3.913 7.552 0.93
H 13.928 -3.425 10.808 0.31
H 18.280 -5.641 1.302 0.25
H 13.152 -4.467 5.302 0.08
H 14.487 -5.201 8.709 0.39
H 16.990 -6.853 1.035 0.31
H 13.271 -7.295 8.181 0.43
H 11.419 -6.350 5.464 0.26
H 16.861 -7.104 4.027 0.39
H 16.342 -5.162 5.374 0.31
H 15.305 -6.981 3.170 0.30
H 14.564 -3.624 5.957 0.28
H 12.835 -2.272 9.989 0.28
H 13.794 -5.710 10.222 0.40
H 11.626 -7.755 6.560 0.37
H 14.264 -2.841 9.200 0.30
H 10.354 -6.696 6.899 0.23
H 11.885 -6.720 9.084 0.35
H 14.916 -6.199 5.340 0.12
H 18.353 -7.177 2.104 0.30
H 13.716 -2.864 4.602 0.19

---

37
Properties=species:S:1:pos:R:3:mulliken_charge:R:1 method="wB97M-V/def2-TZVPD" e_lumo_ha=0.099 homo_energy_ev=-3.767 total_charge=-1 spin_multiplicity=1
I -3.443 -1.756 -2.494 0.02
Ga -1.263 -0.370 0.319 -0.44
P -0.803 1.041 -1.567 0.17
P -3.384 0.239 1.280 0.15
O 3.409 3.734 -0.361 -0.46
O -4.030 1.342 0.192 -0.51
O -4.324 -1.125 1.018 -0.43
O 4.196 2.183 1.086 -0.26
N 0.523 0.600 -2.377 -0.76
C 4.307 3.119 0.138 0.13
C 1.391 0.669 1.162 -0.50
C -1.480 -2.417 -1.893 -0.17
C 0.166 -0.092 1.715 -0.73
C -1.325 -2.280 -0.378 -0.77
C -1.294 -3.852 -2.390 -1.37
C 3.137 2.350 2.057 -0.56
C 2.391 1.044 2.270 -0.74
H 3.606 2.666 2.995 0.32
H -1.620 -3.970 -3.426 0.43
H -0.233 0.482 2.559 0.48
H 3.162 0.268 2.363 0.29
H 0.499 -1.079 2.066 0.32
H -0.751 -1.769 -2.386 0.29
H -1.887 -4.530 -1.766 0.34
H -0.235 -4.118 -2.311 0.35
H 1.867 1.110 3.231 0.36
H -0.708 2.384 -1.093 0.01
H -0.350 -2.729 -0.136 0.42
H 1.044 1.602 0.697 0.20
H 2.462 3.142 1.720 0.42
H 5.356 3.267 -0.151 0.36
H 1.873 0.064 0.390 0.28
H -3.579 1.251 -0.657 0.29
H -4.913 -1.210 1.775 0.30
H 0.295 0.451 -3.355 0.19
H -1.943 1.145 -2.402 0.08
H -2.119 -2.857 0.109 0.46

---

32
Properties=species:S:1:pos:R:3:mulliken_charge:R:1 method="wB97M-V/def2-TZVPD" e_lumo_ha=-0.103 homo_energy_ev=-12.436 total_charge=+1 spin_multiplicity=1
O 2.570 -0.304 -2.417 -0.57
N -1.178 -0.403 1.183 0.26
N 0.976 -0.423 0.401 -0.62
C -2.746 -1.847 2.479 -0.97
C -2.193 -0.452 2.244 -0.80
C 0.613 -0.597 2.830 -1.45
C -1.593 1.020 -0.825 -1.15
C 2.765 0.719 -3.449 -0.25
C -1.675 -0.362 -0.189 -0.89
C 0.145 -0.470 1.408 0.96
C 2.543 2.098 -2.885 -0.93
Li 0.971 -0.314 -1.485 0.84
H -2.990 0.230 1.941 0.34
H -1.959 0.997 -1.854 0.36
H 3.242 2.316 -2.078 0.26
H 0.125 -1.427 3.341 0.29
H 0.395 0.311 3.394 0.32
H 3.419 -0.636 -2.113 0.28
H -2.205 1.733 -0.273 0.33
H 2.685 2.842 -3.671 0.35
H -3.521 -1.823 3.245 0.39
H -1.148 -1.128 -0.770 0.45
H 2.063 0.476 -4.245 0.26
H -3.189 -2.258 1.569 0.32
H -2.707 -0.710 -0.165 0.37
H -0.571 1.409 -0.817 0.34
H 1.528 2.238 -2.504 0.27
H -1.964 -2.532 2.809 0.26
H 1.687 -0.761 2.850 0.44
H -1.776 -0.030 3.154 0.41
H 1.923 -0.513 0.752 0.16
H 3.765 0.600 -3.858 0.36

---

32
Properties=species:S:1:pos:R:3:mulliken_charge:R:1 method="wB97M-V/def2-TZVPD" e_lumo_ha=0.009 de_lowest_kj_mol=225.60 smiles="C=[S@](C)(=O)O[Si](C)(C)C(C)(C)C" homo_energy_ev=-9.214 spin_multiplicity=1
S -1.331 -1.596 1.985 1.07
Si 0.559 -0.530 -0.581 0.70
O -0.288 -1.461 0.607 -0.49
O -2.078 -0.343 1.945 -0.68
C 2.381 -0.367 0.102 -1.43
C -1.710 0.928 -1.189 -2.01
C -0.180 1.182 -0.916 1.86
C 0.003 -1.256 3.072 -0.84
C -2.239 -2.841 2.810 -0.91
C 0.266 1.806 -2.187 -1.90
C -0.038 2.167 0.310 -1.56
C -0.078 -1.610 -1.979 -1.22
H 0.100 1.347 -3.176 0.35
H 2.975 -0.487 -0.703 0.51
H 0.925 2.786 0.445 0.26
H -0.787 -1.261 -2.614 0.43
H -1.660 -3.832 2.761 0.27
H -0.281 2.731 -2.397 0.43
H -3.117 -2.995 2.257 0.35
H 0.807 -1.909 -2.571 0.36
H 0.777 -1.016 2.337 0.09
H -2.087 0.597 -0.272 0.45
H -0.395 -2.642 -1.554 0.23
H -0.886 2.797 0.214 0.50
H 1.346 1.997 -2.131 0.42
H 2.625 -1.159 0.770 0.43
H 0.221 -2.149 3.529 0.45
H 2.704 0.569 0.617 0.32
H -1.804 0.310 -1.989 0.52
H -0.199 -0.586 3.852 0.30
H -0.263 1.597 1.221 0.32
H -2.293 1.905 -1.332 0.44

---

Number 1: E -3020.68287 a.u., M 226.2 g mol⁻¹. Number 2: E -1405.24269 a.u., M 492.4 g mol⁻¹. Number 3: E -3329.00243 a.u., M 547.5 g mol⁻¹. Number 4: E -3577.77808 a.u., M 452.8 g mol⁻¹. Number 5: E -508.96035 a.u., M 167.2 g mol⁻¹. Number 6: E -1154.83570 a.u., M 208.4 g mol⁻¹.